{"formula": "C3H5O2S", "method": "ωB97M-V/def2-TZVPD", "total_charge": -1, "smiles": "O=C([O-])CCS", "energy_ha": -666.0324, "homo_energy_ev": -4.060, "orbital_gap_ev": 7.28, "elements": ["H", "O", "C", "O", "H", "H", "S", "C", "H", "C", "H"], "coordinates": [[0.579793, -0.614590, 1.139828], [0.426227, 2.283443, 0.435702], [0.043877, -0.126992, -1.035170], [-0.669338, 1.385497, 2.185353], [0.777051, 0.618066, -1.348120], [-1.094351, -0.543358, 0.616367], [0.510601, -1.887004, -1.581974], [-0.117412, -0.090421, 0.478448], [0.462674, -2.411017, -0.335598], [-0.072758, 1.339895, 1.079750], [-0.846362, 0.046478, -1.634586]], "atomic_forces_ev_per_a": [[0.3, -0.4, -0.8], [0.4, -0.4, -0.2], [1.3, -1.0, -0.2], [0.5, 0.1, 0.0], [0.3, -0.4, -0.1], [-0.2, 0.1, 0.8], [0.1, 0.6, 0.4], [-0.6, 0.5, -0.6], [0.0, 0.1, -0.4], [-1.7, 0.5, 0.5], [-0.3, 0.3, 0.6]], "mulliken_charge": [0.317, -0.724, -0.337, -0.739, 0.369, 0.269, -0.327, -0.651, 0.103, 0.419, 0.302]}